1.
# C4H12N3O

An isolated ion of composition C4H12N3O and charge +1 (the ωB97M-V functional and the def2-TZVPD basis, OMol25).

Structure (XYZ):
```
20
Properties=species:S:1:pos:R:3:nbo_charge:R:1
C 1.99 -1.49 0.21 -0.395
N 1.70 -0.15 -0.36 -0.652
C 1.21 0.81 0.42 0.429
O 1.48 2.12 0.25 -0.676
N -0.32 0.77 0.58 -0.572
C -1.27 0.21 -0.12 0.565
C -2.67 0.10 0.50 -0.675
N -1.20 -0.13 -1.39 -0.735
H 1.50 -2.26 -0.38 0.198
H 2.95 -1.77 0.17 0.211
H 1.60 -1.59 1.18 0.208
H 1.76 -0.06 -1.30 0.376
H 1.51 0.52 1.51 0.180
H 1.55 2.39 -0.71 0.492
H -0.52 1.39 1.31 0.421
H -2.61 -0.83 1.10 0.262
H -2.88 1.02 1.14 0.267
H -3.45 -0.20 -0.25 0.249
H -1.95 -0.63 -1.81 0.417
H -0.38 -0.22 -2.06 0.431
```

**E_HOMO**: -13.50 eV
**Net charge**: +1
**LUMO**: -3.21 eV
**Structure (SMILES)**: CN[C@@H](O)/[NH+]=C(/C)N



2.
# C4H12N3O

A 2-piece molecular cluster, C4H12N3O overall (the ωB97M-V functional and the def2-TZVPD basis, OMol25).

Structure (XYZ):
```
20
Properties=species:S:1:pos:R:3:nbo_charge:R:1
N -1.68 0.62 2.52 -0.925
C -0.73 0.95 1.52 0.824
N 0.65 0.21 1.97 -0.726
N -1.70 1.18 0.15 -0.658
H -2.17 1.48 2.73 0.427
H -2.39 0.04 2.05 0.441
H 0.72 0.78 2.84 0.405
H 0.16 -0.62 2.20 0.396
H -1.91 2.15 0.40 0.390
H -0.81 1.21 -0.37 0.413
C 1.93 0.39 -0.49 -0.625
C 0.81 -0.47 -1.00 -0.357
C 0.83 -1.01 -2.25 0.172
O 0.00 -2.06 -2.63 -0.661
H 2.57 -0.23 0.20 0.230
H 2.60 0.74 -1.33 0.230
H 1.60 1.20 0.11 0.185
H -0.08 -0.67 -0.41 0.165
H 1.62 -0.60 -2.95 0.185
H 0.25 -2.28 -3.50 0.489
```

**E_HOMO**: -11.79 eV
**Net charge**: +1
**LUMO**: -7.82 eV



Stability verdict: 1, ahead by 146.7 kcal/mol



1.
# CH4FNP2

A 2-piece molecular cluster, CH4FNP2 overall (the ωB97M-V functional and the def2-TZVPD basis, OMol25).

Structure (XYZ):
```
9
Properties=species:S:1:pos:R:3:nbo_charge:R:1
C 1.68 -0.55 0.69 -0.921
N -0.18 0.29 -1.02 -1.201
F -3.07 1.00 -0.23 -0.565
P -0.67 1.06 -2.23 0.718
P -0.18 -0.45 0.36 0.721
H 1.90 -1.58 0.86 0.224
H 2.01 0.00 1.54 0.225
H 2.12 -0.09 -0.16 0.232
H -3.61 0.33 0.19 0.568
```

**E_HOMO**: -6.87 eV
**LUMO**: -0.49 eV



2.
# CH4FNP2

A 2-piece molecular cluster, CH4FNP2 overall (the ωB97M-V functional and the def2-TZVPD basis, OMol25).

Structure (XYZ):
```
9
Properties=species:S:1:pos:R:3:nbo_charge:R:1
C 2.61 -0.14 0.12 0.616
N 2.48 -1.34 -0.20 -0.699
F 3.69 0.57 0.22 -0.306
P -0.67 -0.22 0.37 -0.011
P 0.61 1.52 -0.14 0.080
H 1.57 -1.59 -0.38 0.377
H -0.63 0.47 1.65 0.013
H -1.89 0.22 -0.06 -0.008
H 0.85 1.39 -1.43 -0.062
```

**E_HOMO (spin up / spin down)**: -8.83 / -8.83 eV
**LUMO (spin up / spin down)**: -0.67 / -0.67 eV



Stability verdict: 1, ahead by 37.5 kcal/mol